# 1
The following is a quantum chemistry calculation of a 2-piece molecular cluster, C25H25N2 overall, from the OMol25 dataset.

XYZ file:
```
52
Properties=species:S:1:pos:R:3:forces:R:3
H -2.794951 -0.416900 1.939839 -0.1 -0.2 -0.1
C -4.124247 -3.205127 0.486522 0.4 0.1 0.0
H 2.048095 0.390722 0.055320 -0.2 -0.5 0.3
H 4.285110 -3.928973 0.715258 -0.4 -0.3 0.0
H 1.597561 1.947457 -3.456406 -0.2 0.1 0.1
C -0.520969 3.328329 -0.253406 -1.2 0.7 0.7
C -0.610403 -0.798775 0.312594 1.1 0.0 0.6
C 1.024022 -2.802394 0.629435 0.5 -0.1 -0.1
N 2.883478 -1.538009 0.390309 -1.2 1.7 -0.2
H -1.768374 4.868131 -1.090660 -0.2 -0.2 0.4
H 4.852472 -2.130487 0.438009 0.0 0.7 -0.1
H 1.434437 3.500831 -4.330776 0.4 -0.3 0.0
C 2.429499 -2.843774 0.564847 -0.6 -0.4 0.4
C -1.715412 4.049788 2.222370 0.3 -0.1 -0.4
H -0.704624 -4.006980 1.066713 0.0 -0.1 -0.1
C 1.519053 3.029963 -3.349303 -0.7 0.1 -0.1
C 3.194811 -3.989643 0.745400 -0.1 0.0 0.1
C 1.860007 -0.662850 0.289571 1.5 -1.2 -0.3
H 3.070895 -6.110416 1.137880 -0.3 0.4 -0.1
C -0.679802 3.104560 2.182912 -0.3 0.3 0.0
H 4.502803 -0.614132 1.336110 0.0 -0.2 -0.4
H 0.108542 5.047933 -3.978730 0.0 0.1 0.0
N 0.067251 2.866065 -1.429378 1.8 -0.2 -0.3
H -0.316073 2.650844 3.101263 -0.1 0.0 -0.1
C 4.282994 -1.191320 0.423215 0.7 0.2 0.0
H 4.534911 -0.604946 -0.470228 0.1 -0.2 0.3
H -4.988228 -3.864506 0.537400 0.1 0.2 0.1
H -3.227405 -4.273759 -1.181901 0.0 0.2 0.3
H 0.612795 -6.125167 1.251377 -0.1 0.3 0.1
H -0.652605 0.292776 0.284878 0.0 -0.1 0.0
C -3.995910 -2.121123 1.367963 -0.1 -0.3 -0.2
C 0.641466 -1.387349 0.390553 -1.3 -0.1 0.0
C -1.836787 -1.557013 0.370753 -1.3 -0.9 -0.4
H 2.439815 3.379858 -2.860346 -0.3 0.0 -0.1
C -1.996677 -2.651104 -0.515517 -0.1 0.3 0.4
H -0.079231 5.589510 -2.312706 -0.1 0.0 -0.1
C 1.112185 -5.177188 1.071882 -0.1 0.5 0.0
C -2.076095 4.698847 1.036701 0.1 -0.2 0.2
H -4.758512 -1.964410 2.136780 0.3 0.1 -0.4
H -1.403254 4.739218 -3.128373 0.2 -0.2 0.1
H -2.215445 4.284920 3.159628 0.2 0.0 -0.2
C -0.099963 2.758890 0.972401 0.1 0.0 -0.8
C 2.505297 -5.183644 0.990820 0.4 0.4 -0.2
H 0.734851 2.056897 0.918278 -0.3 0.1 0.1
C 0.326950 3.499737 -2.513369 -0.1 -0.2 0.4
C 0.367000 -3.987645 0.935621 0.2 -0.7 0.0
H -2.813400 5.496577 1.043974 0.0 -0.2 0.1
C -1.494077 4.345249 -0.176703 0.3 -0.2 -0.2
C -0.314957 4.781880 -3.014573 0.3 0.1 0.2
C -2.898449 -1.273347 1.271723 0.7 0.2 -0.1
H -1.219777 -2.844942 -1.247851 -0.1 0.0 0.1
C -3.130664 -3.453042 -0.468087 -0.1 0.2 0.0
```
Forces are in eV/Å.

## Properties
E   -29303.7605 eV
ΔE to the lowest compared entry with this formula, charge and spin   140.80 kJ/mol
Multiplicity   1
Net charge   +1
LUMO   -0.174 Ha
Orbital gap   6.19 eV

Charges obtained by Mulliken population analysis, quoted in units of e:
1 H 0.469
2 C -0.414
3 H 0.519
4 H 0.225
5 H 0.315
6 C 0.236
7 C -0.093
8 C 0.692
9 N 0.236
10 H 0.248
11 H 0.251
12 H 0.406
13 C 0.571
14 C -0.561
15 H 0.459
16 C -1.303
17 C -0.918
18 C -1.227
19 H 0.393
20 C -0.537
21 H 0.343
22 H 0.391
23 N -0.270
24 H 0.392
25 C -0.875
26 H 0.348
27 H 0.403
28 H 0.403
29 H 0.408
30 H 0.395
31 C -0.609
32 C 0.765
33 C 0.452
34 H 0.262
35 C -0.672
36 H 0.388
37 C -0.878
38 C -0.723
39 H 0.394
40 H 0.356
41 H 0.406
42 C 0.208
43 C -0.677
44 H 0.153
45 C 1.099
46 C 0.004
47 H 0.387
48 C -0.274
49 C -1.510
50 C -0.470
51 H 0.491
52 C -0.459

***

# 2
The following is a quantum chemistry calculation of an isolated molecule of C6H13NOSi, from the OMol25 dataset.

XYZ file:
```
22
Properties=species:S:1:pos:R:3:forces:R:3
H 0.415618 -0.547639 2.571173 1.4 -0.5 0.6
H 3.114485 0.677733 0.061331 0.5 0.6 -1.2
C 2.427663 0.706688 0.866725 -1.9 -2.7 -0.7
Si 0.507134 0.590658 0.442554 1.2 1.6 -1.2
H -1.073923 -0.084074 2.349387 -1.4 0.7 -0.2
H 0.430669 0.502322 -2.125564 -0.7 -1.5 1.1
H 2.684803 -0.265234 1.341927 -0.2 0.8 0.5
H -0.511522 -1.404900 1.383752 0.0 -0.3 -0.1
C -0.084501 2.383537 0.165869 2.5 0.9 -0.4
H -1.106615 2.482603 0.165791 -2.7 -0.1 0.3
C -0.050009 -0.157149 -1.290292 2.1 0.9 -0.1
H -1.188492 -2.806627 -2.299277 0.1 -0.4 0.1
C -0.257165 -0.422805 1.762909 -0.3 -0.4 0.1
C -1.033450 -2.264910 -1.367673 0.9 0.8 0.3
H 0.282721 3.157956 0.907768 -0.1 -0.9 -0.9
H -1.070841 -2.896718 -0.479495 0.0 -0.4 -0.2
H 0.124196 2.734460 -0.906973 0.4 -0.5 1.5
H -2.980037 -1.232808 -1.096790 -4.6 -0.5 0.4
N -1.438284 -0.003244 -1.296275 -1.4 0.3 0.3
H 2.563018 1.559128 1.464451 0.4 0.9 1.0
C -2.011685 -1.134819 -1.241304 5.0 0.8 -0.8
O 0.256219 -1.574157 -1.379994 -1.1 -0.1 -0.4
```
Forces are in eV/Å.

## Properties
E   -17846.8749 eV
ΔE to the lowest compared entry with this formula, charge and spin   310.84 kJ/mol
Multiplicity   1
LUMO   0.034 Ha
Orbital gap   9.59 eV
SMILES   C[Si](C)(C)[C@@H]1N=CCO1

Charges obtained by Mulliken population analysis, quoted in units of e:
1 H 0.432
2 H 0.393
3 C -1.205
4 Si 0.525
5 H 0.422
6 H 0.253
7 H 0.304
8 H 0.254
9 C -1.121
10 H 0.411
11 C 0.062
12 H 0.299
13 C -1.212
14 C -0.319
15 H 0.317
16 H 0.246
17 H 0.267
18 H 0.544
19 N -0.451
20 H 0.321
21 C -0.309
22 O -0.433

***

# 3
The following is a quantum chemistry calculation of C38H28F3MgO3P2S as an isolated structure, from the OMol25 dataset.

XYZ file:
```
76
Properties=species:S:1:pos:R:3:forces:R:3
H -2.717611 0.320236 -1.421802 0.0 0.0 0.0
S 0.860171 -2.065561 -1.236260 0.2 -0.3 0.2
C 1.370880 1.436256 -3.251629 0.0 0.1 0.0
H 3.493408 0.295550 1.586011 0.0 0.0 0.0
O 1.615352 -3.270453 -1.639560 -0.3 0.4 0.0
H 2.791193 3.581319 0.522296 0.0 0.0 0.0
C 4.192174 1.784860 -1.393381 0.0 0.0 -0.1
C 3.423188 1.217196 -0.374524 0.0 0.0 -0.1
C -2.516389 -3.717481 -2.598054 0.0 0.0 0.0
C 1.793004 3.807838 0.168909 0.0 0.1 0.0
H -5.331580 -2.138010 3.875093 0.0 0.0 0.0
H 3.719771 2.186464 -2.282068 0.0 0.0 0.0
H -0.465961 -2.558869 3.132008 0.0 0.0 0.0
C 1.297758 5.099796 0.286645 0.0 0.0 0.0
C -0.279283 3.117383 -0.851402 0.0 0.0 0.0
C -4.269436 -2.242658 3.698386 0.0 0.0 0.0
H -0.413117 -3.741148 -3.007552 0.0 0.0 0.0
C -3.259813 2.680687 1.583543 0.0 0.0 0.0
H 1.914413 5.869906 0.730601 0.0 0.0 0.0
C -3.515779 2.188299 -0.755042 -0.1 0.0 0.0
H -0.900499 2.350213 -1.296085 0.1 0.0 0.0
H -2.754950 -4.411666 -3.392964 0.0 0.0 0.0
C 2.234547 -3.622950 2.397544 0.0 -0.1 0.0
H -4.290359 -0.967976 1.982707 0.0 0.0 0.0
H -2.275190 1.194114 2.764945 0.0 0.0 0.0
C -2.128404 -3.130433 4.347726 0.0 0.0 0.0
H 7.276430 1.355188 -0.066077 0.0 0.0 0.0
C 1.070084 -1.271423 -3.797638 0.0 0.3 0.0
F 1.236863 -3.417403 1.457849 0.0 0.1 -0.1
H -1.765723 4.639522 -1.082611 0.0 0.0 0.0
H -1.520421 -3.715863 5.024241 0.0 0.0 0.0
C -1.205788 -3.327844 -2.399585 -0.1 0.1 0.1
C -2.416549 0.605295 0.694473 0.0 0.0 -0.1
C -1.536678 -2.479726 3.272586 0.0 -0.1 0.0
C -3.714216 3.039801 0.320275 0.0 0.0 0.0
F 1.732779 -4.466877 3.290659 0.0 -0.1 0.0
C -0.767966 4.408020 -0.733243 0.1 0.0 0.0
H 0.997426 -2.331982 -3.992350 0.0 0.0 0.0
C -3.197024 -2.378400 -0.722065 -0.1 0.0 0.1
C 5.444224 0.765636 0.871596 -0.1 0.0 0.0
C 1.073016 -0.803063 -2.488910 0.0 -0.2 -0.2
Mg 1.029629 -0.963606 1.039568 0.0 0.3 0.2
O 1.982350 -1.257743 2.608986 0.4 -0.2 0.3
P -1.505856 -0.938551 0.982552 0.0 -0.2 -0.2
H -3.413081 3.342971 2.425203 0.0 0.0 0.0
C -2.614647 1.469234 1.772398 0.0 0.1 0.0
C -2.311985 -1.724506 2.396150 -0.1 0.0 0.0
C 2.651285 -2.283333 3.051546 -0.2 0.5 -0.1
C 5.569125 1.834828 -1.280038 0.1 0.0 0.1
C 1.006115 2.814250 -0.406683 0.0 0.1 0.0
F 3.238244 -4.197725 1.754655 0.0 0.0 0.0
C 6.197975 1.319995 -0.148461 0.0 0.0 0.0
H -3.872556 2.464094 -1.739459 0.0 0.0 0.0
H 1.188341 -0.719936 -5.860479 0.0 0.0 0.0
C -3.683059 -1.596144 2.624516 -0.1 0.0 0.0
C -2.861977 0.975779 -0.572543 -0.1 0.0 0.0
H 6.159359 2.272825 -2.074038 0.0 0.0 0.0
C 1.277969 0.545571 -2.183056 0.0 0.0 0.0
C 1.314508 0.989746 -4.561732 0.0 0.0 0.0
C -0.901779 -2.439429 -1.370390 0.2 -0.2 -0.3
H -4.226291 3.982761 0.178348 0.0 0.0 0.0
C -3.516671 -3.228883 -1.764413 0.0 0.0 -0.1
C -3.493666 -3.016546 4.555599 0.0 0.0 0.0
C -1.880815 -1.972481 -0.490326 0.0 0.0 0.0
H -0.359393 6.409298 -0.075117 0.0 0.0 0.0
H -3.984092 -2.033498 -0.062203 0.0 0.0 0.0
H 1.498997 2.493799 -3.052376 0.0 0.0 0.0
O 3.519236 -2.309362 3.874671 0.1 0.0 0.1
H 5.921401 0.368549 1.757448 0.0 0.0 0.0
H 1.395351 1.701962 -5.372301 0.0 0.0 0.0
P 1.612133 1.113794 -0.470907 0.1 -0.4 0.2
C 4.057886 0.715044 0.759423 0.1 0.0 0.1
H -4.544256 -3.532389 -1.914305 0.0 0.0 0.0
C 1.191365 -0.366356 -4.837937 0.0 0.0 0.0
C 0.021732 5.400502 -0.164679 0.0 0.0 0.0
H -3.956822 -3.518303 5.395087 0.0 0.0 0.0
```
Forces are in eV/Å.

## Properties
E   -89010.4022 eV
ΔE to the lowest compared entry with this formula, charge and spin   0.00 kJ/mol
Multiplicity   1
Net charge   +1
LUMO   -0.110 Ha
Orbital gap   8.72 eV

Charges obtained by Mulliken population analysis, quoted in units of e:
1 H 0.407
2 S 0.606
3 C -0.506
4 H 0.310
5 O -0.673
6 H 0.447
7 C -0.153
8 C 0.552
9 C -0.850
10 C -0.788
11 H 0.423
12 H 0.336
13 H 0.066
14 C -0.751
15 C -0.513
16 C -0.836
17 H 0.560
18 C -0.769
19 H 0.439
20 C -0.482
21 H 0.649
22 H 0.435
23 C 0.825
24 H 0.398
25 H 0.563
26 C -0.626
27 H 0.401
28 C -0.515
29 F -0.167
30 H 0.497
31 H 0.481
32 C -0.934
33 C 0.718
34 C -0.416
35 C -0.543
36 F -0.253
37 C -0.683
38 H 0.467
39 C 0.211
40 C -0.893
41 C 0.024
42 Mg 1.537
43 O -0.622
44 P 1.185
45 H 0.432
46 C -0.845
47 C 0.862
48 C 0.213
49 C -0.750
50 C 0.486
51 F -0.260
52 C -0.496
53 H 0.402
54 H 0.439
55 C -0.504
56 C -0.933
57 H 0.434
58 C 0.652
59 C -0.877
60 C 0.602
61 H 0.453
62 C -0.956
63 C -0.558
64 C 0.010
65 H 0.415
66 H 0.395
67 H 0.515
68 O -0.571
69 H 0.485
70 H 0.456
71 P 1.130
72 C -0.430
73 H 0.459
74 C -0.886
75 C -0.744
76 H 0.407

***

> Which value of E does entry 2 give?

-17846.8749 eV

***

> The lowest orbital gap belongs to which entry?

C25H25N2